# 1
{
  "formula": "C58H36AsFeN7O5S5",
  "method": "ωB97M-V/def2-TZVPD",
  "symbols": ["C", "C", "H", "C", "C", "S", "C", "C", "O", "C", "C", "H", "H", "H", "C", "C", "H", "H", "C", "H", "H", "C", "H", "C", "C", "C", "H", "N", "C", "C", "O", "C", "H", "S", "C", "C", "C", "C", "S", "C", "C", "H", "As", "C", "H", "N", "H", "H", "C", "C", "N", "H", "H", "N", "C", "C", "H", "C", "C", "C", "C", "C", "H", "C", "H", "C", "C", "C", "H", "C", "H", "N", "H", "H", "N", "H", "H", "C", "H", "O", "C", "C", "C", "C", "C", "C", "C", "C", "C", "S", "H", "H", "H", "O", "H", "C", "O", "H", "C", "H", "C", "H", "C", "S", "C", "N", "H", "Fe", "C", "H", "C", "C", "C"],
  "coordinates": [[0.994402, 1.360703, -3.641037], [-0.456662, 0.362809, 4.671913], [3.152787, 7.354637, 0.608883], [-3.205222, 2.452258, 3.286595], [1.547088, -1.632069, -4.369491], [-3.708500, 3.266768, -3.125341], [-2.087678, 1.662657, -5.758900], [-2.030685, 1.347099, 1.459632], [0.554327, 1.903212, 0.231536], [1.224043, 4.121059, -0.258172], [-2.780706, -0.125903, -3.734193], [3.833199, 3.145102, -4.084108], [2.871670, 1.436981, -2.593409], [4.528864, 0.965020, 1.912044], [4.053737, 0.495529, 1.058268], [-1.523680, 0.458803, -3.761209], [0.863126, -0.584711, 7.076423], [2.483076, 4.068747, -5.940031], [-1.161647, 1.354754, -4.766468], [-4.678969, -0.269220, -4.722731], [1.963542, 3.358437, 1.598143], [1.889366, 6.365551, -0.818381], [-0.638057, -4.761251, -3.801651], [1.537644, -1.092115, 5.084624], [1.604976, -1.063376, 6.447747], [0.767472, 2.857615, -5.507349], [-6.134070, 3.898832, -0.547943], [2.039813, -0.111077, -0.097245], [2.808210, -0.688023, -1.025017], [0.481587, 2.868020, -0.639045], [-0.075110, 2.813770, -1.736496], [2.638205, 5.370476, 1.241896], [2.059919, 0.925833, 1.680457], [0.670999, -2.446603, 0.029011], [0.532725, -0.470970, 4.204520], [8.079639, 0.534487, 1.582190], [-0.314721, -2.707447, -3.292893], [-3.347545, 1.078160, -5.740080], [-2.197650, -1.515974, -0.403827], [2.284970, 1.817765, -3.417993], [-0.645369, -3.520229, 0.392088], [0.640672, 5.105522, -2.054648], [-0.025409, 0.101477, -2.576008], [-1.906285, -3.111934, 0.210219], [1.283450, -1.399184, 2.384742], [-1.793560, 1.078408, 0.157871], [-0.542497, 0.574962, 5.732873], [2.677578, -2.849394, -5.727363], [8.560433, -0.331321, -0.457262], [-5.973654, 4.349289, -2.708264], [6.755619, 0.463575, 1.374593], [2.978189, -1.813214, 8.018509], [-3.995024, 3.126102, 3.599622], [-3.950387, -4.592517, 0.803300], [1.200265, 5.202640, -1.132288], [3.528459, -2.254483, 5.979955], [4.456757, -2.799154, 6.076694], [2.682479, 0.461089, 0.933629], [-5.544308, 3.833894, -1.455135], [4.191892, -0.690616, -0.973603], [-5.072071, 4.107991, -3.701078], [1.835730, -2.813529, -5.045908], [2.306903, -1.210211, -1.822512], [1.945174, 4.208558, 0.929514], [-5.138106, 4.380138, -4.745484], [-1.189603, 0.709168, 2.421812], [-2.539793, 1.666245, -0.742618], [4.844990, -0.080236, 0.080987], [0.174760, 3.287363, -6.307092], [-3.029654, 2.216162, 1.876178], [-4.063022, 1.318780, -6.518295], [-0.079138, -5.903079, 1.240284], [1.272082, -4.856701, -5.379926], [-2.534843, 2.050195, 5.255402], [9.014833, 0.143792, 0.685123], [-1.827472, 2.356801, -6.550625], [-2.348496, 1.415282, -1.774753], [0.468030, -1.571191, -3.493138], [2.167781, -0.760149, -4.531523], [7.472483, 1.460395, 3.937773], [-3.801791, 2.846871, 0.887076], [-1.353104, 0.969124, 3.780351], [1.048886, -3.938524, -4.849846], [-0.026092, -3.883273, -3.969840], [2.825693, 2.785653, -4.255052], [-0.339227, -4.843022, 0.871861], [2.608893, 6.449563, 0.367686], [-2.405876, 1.860049, 4.195885], [-4.330453, 3.213038, -1.522154], [8.677925, 1.212959, 3.167872], [1.870766, 7.206287, -1.502882], [-6.909036, 4.872953, -2.860927], [9.311456, -0.639239, -1.180321], [9.388300, 2.412359, 2.754998], [-4.561656, 3.564260, 1.179602], [6.332132, -0.027357, 0.223569], [9.519511, 0.149231, 3.687603], [3.208096, 5.429601, 2.161480], [-3.034500, -3.946038, 0.535405], [-1.145165, -2.676798, -2.599169], [2.066120, 3.302346, -5.297648], [-3.046143, -0.816116, -2.943049], [7.205312, -0.443682, -0.748789], [2.887446, -1.943452, 4.435158], [-3.695583, 0.184878, -4.732548], [-0.247088, -0.138957, 1.959912], [6.870199, -0.831927, -1.702747], [-0.030214, 0.046048, -0.085574], [-3.567160, 2.577843, -0.434968], [4.735185, -1.202309, -1.757048], [0.221800, 1.885219, -4.676367], [0.567811, -0.704692, 2.816907], [2.746638, -1.732934, 6.964186]],
  "forces_ev_per_angstrom": [[0.15, -0.05, 0.05], [-0.08, 0.12, 0.18], [0.00, -0.02, 0.00], [-0.05, 0.04, -0.12], [-0.02, -0.04, 0.02], [0.12, 0.05, 0.06], [-0.04, 0.02, -0.06], [0.17, -0.14, 0.10], [-0.25, 0.42, -0.60], [-0.07, 0.01, 0.17], [-0.05, -0.03, -0.13], [-0.04, 0.00, 0.00], [0.03, -0.01, 0.06], [-0.07, -0.03, -0.03], [-0.17, 0.20, 0.35], [-0.02, 0.06, 0.20], [0.08, -0.04, -0.06], [-0.02, -0.03, 0.01], [0.18, 0.14, -0.08], [0.02, 0.02, 0.01], [0.00, 0.03, 0.00], [-0.01, -0.03, -0.03], [0.01, 0.02, 0.00], [-0.07, 0.05, -0.25], [-0.02, -0.01, 0.27], [0.02, 0.06, -0.01], [0.07, -0.01, -0.08], [0.25, -0.12, 0.24], [0.18, -0.13, 0.02], [0.31, -0.35, 0.14], [-0.41, -0.03, 0.47], [-0.01, -0.03, -0.01], [0.05, 0.06, -0.04], [-0.08, -0.04, -0.03], [0.10, -0.20, 0.12], [-0.30, -0.26, -0.65], [0.06, -0.03, -0.04], [0.08, -0.03, -0.01], [-0.17, -0.01, 0.12], [-0.05, -0.07, -0.14], [0.61, -0.46, 0.11], [0.03, 0.02, 0.03], [0.25, -0.27, -0.27], [-0.77, -0.09, -0.10], [-0.03, 0.08, 0.03], [-0.09, 0.09, 0.07], [0.01, 0.00, -0.08], [-0.02, 0.01, 0.02], [-0.03, -0.03, -0.07], [-0.06, 0.02, 0.12], [1.04, 0.24, 0.68], [-0.03, 0.01, -0.10], [0.04, -0.03, -0.01], [0.16, 0.13, -0.09], [0.02, 0.04, 0.01], [0.06, -0.04, 0.00], [-0.09, 0.07, 0.00], [0.02, 0.15, 0.05], [-0.30, 0.08, 0.00], [-0.13, -0.15, -0.27], [-0.01, 0.01, -0.05], [-0.01, 0.01, 0.04], [-0.11, -0.05, -0.12], [-0.01, 0.04, -0.04], [0.00, -0.02, 0.12], [-0.14, -0.06, -0.02], [-0.02, -0.09, -0.22], [0.33, -0.04, -0.10], [0.04, -0.02, 0.01], [-0.22, 0.19, 0.16], [0.03, -0.01, 0.03], [-0.02, 0.16, -0.04], [0.00, 0.02, 0.03], [0.01, -0.02, -0.05], [-0.47, 0.28, 0.63], [-0.02, -0.05, 0.02], [0.04, 0.06, 0.05], [-0.01, 0.00, 0.05], [0.01, 0.03, -0.03], [0.05, -0.08, -0.20], [-0.09, 0.13, 0.26], [-0.10, 0.02, 0.20], [-0.02, 0.04, 0.02], [0.03, 0.04, -0.02], [-0.05, -0.04, 0.02], [0.02, 0.14, -0.03], [-0.02, -0.03, 0.00], [0.12, -0.05, 0.02], [0.24, -0.05, 0.03], [0.11, 0.19, 0.41], [0.00, -0.04, 0.04], [0.08, -0.06, 0.02], [-0.06, 0.00, -0.01], [-0.11, -0.19, -0.10], [0.04, -0.05, 0.00], [-0.51, 0.01, 0.05], [-0.12, 0.04, -0.19], [-0.02, -0.01, -0.04], [0.06, 0.10, -0.02], [-0.01, 0.00, 0.01], [-0.08, 0.00, -0.01], [0.00, -0.03, 0.00], [0.25, -0.24, -0.59], [0.02, 0.02, -0.14], [0.05, -0.01, -0.03], [0.25, 0.74, -0.44], [0.07, 0.01, 0.06], [0.14, -0.16, 0.13], [-0.15, 0.07, -0.23], [-0.05, 0.04, -0.02], [-0.16, -0.07, -0.09], [0.13, -0.41, -0.03], [-0.10, 0.07, 0.08]],
  "charge": -1,
  "e_above_lowest_kcal_mol": 44.12,
  "spin_multiplicity": 2,
  "s_squared": 0.77
}

# 2
{
  "formula": "C58H36F9N5OP2V",
  "method": "ωB97M-V/def2-TZVPD",
  "symbols": ["C", "H", "H", "H", "N", "P", "C", "H", "C", "C", "C", "H", "F", "H", "C", "C", "C", "C", "H", "H", "C", "C", "C", "C", "F", "H", "H", "C", "C", "H", "H", "N", "C", "C", "C", "H", "F", "F", "F", "H", "H", "H", "C", "P", "C", "C", "C", "H", "C", "V", "C", "C", "H", "C", "H", "N", "C", "H", "C", "C", "C", "F", "C", "C", "C", "H", "C", "C", "C", "N", "C", "C", "C", "C", "C", "H", "H", "H", "C", "C", "H", "H", "O", "H", "C", "F", "H", "C", "C", "C", "F", "H", "C", "C", "H", "H", "C", "F", "H", "H", "C", "C", "H", "H", "C", "C", "C", "N", "C", "H", "C", "C"],
  "coordinates": [[4.581585, 0.507842, -2.430957], [-1.889854, 4.494906, 1.427917], [-3.572469, -3.142030, 0.770972], [-2.813033, -4.278053, -0.349326], [9.923113, -3.015399, 2.665373], [-1.426632, -1.775542, 1.509418], [-1.690939, -3.204827, 2.637581], [-1.396077, 3.784993, 2.973609], [7.126700, -1.354641, 0.668397], [2.158186, 3.450048, 0.732526], [1.381475, -2.523693, -2.716133], [1.059964, 1.796535, 5.150900], [3.480869, 0.137256, 1.639397], [-1.959896, -5.782727, -4.028035], [2.776403, 0.053895, -0.995222], [-1.995807, 1.542776, -2.210870], [-0.913692, -4.345292, 2.422580], [-2.527541, -1.998260, -3.581923], [0.063556, 5.589458, 2.335627], [-2.687121, -0.933366, -3.452738], [-1.521846, 3.579296, 1.904688], [-2.711571, -4.324768, 4.518458], [-0.004492, -0.864409, 1.464584], [0.103682, 2.409458, -2.637622], [0.366022, 4.094071, -4.302412], [2.204350, 2.441735, 0.348207], [0.364190, 1.484913, 2.830494], [5.495831, -0.855857, 2.265194], [-3.144468, -2.671650, -4.629543], [-3.411689, -4.555486, -5.618014], [-5.370136, 2.094754, 2.893870], [4.913965, 0.850991, -3.482798], [2.749762, -3.694365, -0.616875], [-1.700384, -2.674473, -2.692047], [1.413368, -1.551053, 4.934199], [3.175372, -2.803056, -3.851372], [5.035726, -0.792265, 3.527902], [-2.857282, 0.700692, -1.560880], [-3.897912, 2.295518, -3.439208], [-1.988010, -0.319212, 3.908163], [-3.879986, -0.771242, 0.090489], [1.066791, -2.710893, 3.179328], [-2.941718, -4.031684, -4.794956], [-0.856010, -1.765571, -1.323093], [-2.990584, -3.219215, -0.147037], [-1.022386, -5.451222, 3.246236], [-2.124960, -4.719645, -3.903147], [-0.872806, -4.586588, -2.172198], [0.751545, -2.658737, -1.476909], [0.015504, 0.501894, -0.096733], [3.275125, 4.259738, 0.665024], [-2.609006, -3.218750, 3.683540], [3.295089, -4.121612, 0.215654], [-0.233648, 3.109194, 1.289821], [-3.593393, -2.818581, -0.963694], [1.608016, 0.000017, -0.849988], [7.610678, -1.958555, 3.051902], [-1.988621, -6.293133, 4.971486], [-1.914332, -5.438162, 4.311152], [-4.726299, 0.701402, 1.392394], [0.956387, 3.912547, 1.301720], [6.752873, -0.938788, -1.592683], [-1.508341, -4.047504, -2.862847], [2.683474, -2.957593, -2.899371], [7.249515, -2.033378, 4.416775], [4.117748, 6.189100, 1.111911], [-2.838781, -0.695571, 1.961616], [-1.770756, 3.218707, -3.882064], [0.530642, -0.657430, 2.840518], [7.034220, -2.136871, 5.550544], [4.124962, 0.107021, -1.149901], [1.396763, -0.290998, 5.514972], [6.768667, -1.399572, 2.023892], [-0.416019, 3.250155, -3.609483], [-2.574606, 2.347228, -3.174552], [1.780929, -2.399104, 5.500282], [2.049916, 7.007232, 2.208931], [-0.409314, -6.324963, 3.063264], [-3.823343, -0.299910, 1.061763], [4.676701, -0.364959, 1.270232], [1.705396, -0.159641, 6.544532], [0.859403, -2.036504, -3.533943], [-0.245037, 1.952438, 0.719477], [-3.624281, 1.404611, 4.512844], [-0.651753, 1.524107, -1.882554], [-2.299673, 4.019607, -4.825319], [-2.271786, 2.796877, 1.793169], [0.953898, 5.209919, 1.850676], [0.618640, 0.619708, 3.422117], [1.025243, 0.796046, 4.734822], [1.436379, 2.494632, -2.446894], [-3.418669, -4.309885, 5.338885], [1.001232, -1.725812, 3.622154], [6.300939, -0.869154, -0.323846], [-3.779814, -2.130372, -5.319507], [4.400946, -3.856034, -1.978691], [-2.773622, -0.057460, 3.209088], [8.330219, -1.825492, 0.278641], [1.001593, -3.264507, 0.550823], [4.178281, 3.876890, 0.205291], [-4.669184, 1.310757, 2.635770], [1.448942, -3.242746, -0.431395], [-3.255032, -2.369983, 3.852255], [-5.470203, 1.009645, 0.667692], [5.030517, -0.354017, -0.078586], [-3.689719, 0.923583, 3.544433], [2.079997, 6.010539, 1.782994], [-1.725470, -2.492177, 0.015637], [3.244686, 5.552261, 1.177423], [-0.218172, -4.360494, 1.593556], [3.371856, -3.547235, -1.846453], [8.879811, -2.527969, 2.796757]],
  "forces_ev_per_angstrom": [[0.01, 0.09, -0.09], [-0.05, 0.01, 0.04], [-0.01, -0.03, 0.00], [-0.01, -0.01, 0.02], [-0.01, 0.01, 0.00], [0.27, 0.34, 0.02], [0.21, -0.07, 0.03], [-0.06, 0.02, 0.02], [0.01, 0.00, 0.02], [-0.08, -0.05, 0.03], [-0.03, -0.03, 0.03], [0.01, 0.02, -0.03], [0.07, -0.02, -0.04], [-0.01, 0.00, 0.01], [-0.11, -0.01, 0.00], [0.23, -0.05, -0.03], [-0.02, 0.06, -0.04], [0.05, 0.18, 0.10], [-0.03, 0.01, -0.04], [0.01, -0.03, -0.03], [0.19, -0.11, -0.18], [-0.02, -0.04, 0.05], [-1.10, -0.98, 0.44], [0.09, -0.14, 0.10], [0.00, -0.02, 0.03], [0.03, -0.05, -0.10], [-0.10, 0.00, 0.08], [0.08, -0.05, 0.02], [-0.06, -0.04, -0.07], [-0.01, -0.01, 0.01], [-0.01, 0.00, -0.01], [0.00, -0.02, 0.01], [0.04, -0.02, 0.01], [-0.12, 0.39, -0.13], [0.01, 0.03, 0.00], [-0.01, 0.00, 0.00], [-0.04, -0.02, -0.03], [-0.08, 0.05, 0.05], [0.03, 0.00, 0.01], [0.02, 0.03, 0.01], [0.00, 0.09, -0.05], [-0.03, -0.03, -0.02], [0.03, 0.05, 0.05], [0.47, -0.97, 0.69], [0.15, -0.17, -0.05], [0.00, -0.07, 0.01], [-0.02, -0.02, -0.03], [0.07, 0.00, -0.03], [-0.12, 0.01, -0.21], [-1.59, -1.45, -1.07], [0.02, 0.01, 0.01], [0.05, 0.03, -0.06], [-0.01, 0.01, 0.01], [-0.50, 0.28, 0.06], [0.00, 0.03, 0.03], [2.60, -0.04, -0.80], [0.12, -0.04, 0.09], [-0.01, -0.01, -0.01], [-0.03, 0.05, -0.01], [-0.08, 0.04, -0.02], [0.12, -0.11, -0.14], [0.01, -0.02, 0.02], [-0.04, 0.04, 0.06], [0.01, 0.02, 0.00], [-0.05, 0.04, 0.02], [0.01, -0.01, 0.02], [-0.05, 0.06, -0.01], [-0.02, 0.04, 0.00], [0.23, 0.31, -0.07], [-0.02, 0.00, -0.01], [-0.04, -0.15, 0.08], [0.00, -0.03, 0.02], [-0.04, -0.01, -0.05], [-0.01, 0.00, -0.08], [-0.06, -0.03, -0.03], [-0.03, -0.02, -0.02], [-0.01, 0.00, 0.00], [0.02, 0.02, -0.01], [0.05, -0.17, 0.05], [-0.06, 0.12, -0.05], [0.05, 0.03, -0.02], [0.04, 0.00, -0.02], [0.28, 2.21, 1.62], [0.01, 0.01, -0.01], [-0.54, 0.25, -0.24], [0.02, -0.03, 0.01], [-0.03, 0.03, 0.00], [0.00, -0.01, 0.04], [-0.02, -0.06, -0.02], [0.02, -0.04, 0.02], [-0.03, 0.08, 0.05], [0.00, 0.00, -0.01], [-0.01, 0.00, -0.02], [-0.12, -0.03, -0.03], [0.01, 0.02, 0.01], [0.00, 0.00, 0.02], [-0.04, -0.05, -0.09], [-0.05, 0.00, 0.00], [0.04, 0.03, 0.03], [-0.01, -0.01, 0.01], [0.04, -0.04, 0.00], [-0.08, 0.04, 0.03], [0.01, 0.02, 0.03], [0.00, -0.01, 0.00], [0.08, -0.05, -0.01], [-0.02, 0.03, 0.04], [0.03, -0.01, 0.01], [-0.28, 0.26, -0.11], [0.01, 0.01, 0.00], [0.00, -0.04, 0.02], [0.01, 0.01, -0.02], [0.01, 0.00, -0.05]],
  "charge": -2,
  "spin_multiplicity": 2,
  "s_squared": 0.84,
  "energy_ev": -138948.7370
}

What is the charge in the second record?
-2

The lowest charge belongs to which entry?
C58H36F9N5OP2V

Among the records above, which one has the lowest charge?
C58H36F9N5OP2V

Among the records above, which one has the highest charge?
C58H36AsFeN7O5S5